39
Properties=species:S:1:pos:R:3:forces:R:3:lowdin_charge:R:1 method="wB97M-V/def2-TZVPD" e_above_lowest_kj_mol=0.0 homo_ev=-9.4 gap_ev=8.68
Au 0.3533 0.9296 -0.8917 0.115 -0.047 0.073 0.87
N -3.0248 -0.9932 -1.5771 -0.085 -0.293 0.045 0.12
C -3.0976 -1.1576 -0.0901 0.108 0.036 0.035 -0.17
P -1.6796 -2.2696 0.3588 -0.084 -0.128 -0.181 0.39
O -2.1705 -3.5946 0.7819 -0.044 0.013 0.114 -0.32
O -0.7513 -2.0555 -0.8055 -0.386 -0.107 0.270 -0.44
C -0.8207 -1.4796 1.7935 0.080 0.210 -0.022 -0.19
N 0.6389 -1.7555 1.6037 -0.193 -0.083 0.330 0.12
H -3.9363 -1.0175 -2.0238 0.010 -0.062 -0.013 0.16
H -2.3808 -1.6876 -1.9809 0.026 0.082 0.088 0.13
H -2.6172 -0.0469 -1.7396 0.054 0.410 -0.210 0.07
H -4.0414 -1.6021 0.2133 -0.019 -0.020 -0.109 0.10
H -3.0127 -0.1491 0.3166 -0.015 -0.093 0.136 0.09
H -1.1545 -1.9180 2.7301 0.032 -0.021 0.016 0.10
H -0.9481 -0.3965 1.8168 0.031 -0.032 -0.015 0.09
H 0.8014 -2.7515 1.4360 0.053 0.012 -0.025 0.14
H 1.1998 -1.4505 2.3957 -0.012 -0.039 0.034 0.16
H 0.9947 -1.2799 0.7468 0.148 0.136 -0.317 0.05
Cl -4.5379 7.9889 -1.8466 -0.004 0.007 0.002 0.67
C -3.8022 6.4238 -1.7000 0.028 0.008 0.014 -0.67
C -4.4984 5.3048 -2.1269 -0.015 -0.012 -0.002 -0.10
C -3.9049 4.0593 -2.0084 -0.040 -0.004 -0.018 -0.01
C -2.6297 3.9338 -1.4731 0.032 -0.019 -0.010 -0.13
C -1.9451 5.0697 -1.0528 0.028 -0.020 -0.002 -0.01
C -2.5284 6.3201 -1.1619 -0.026 0.000 -0.009 -0.09
C -1.9995 2.5766 -1.3737 0.053 0.161 0.084 -0.58
O -0.8047 2.5774 -0.9227 -0.006 0.073 -0.024 -0.21
O -2.6487 1.5773 -1.7116 -0.071 -0.082 -0.047 -0.02
H -5.4879 5.4145 -2.5480 -0.003 -0.001 0.002 0.11
H -4.4241 3.1703 -2.3392 0.002 0.012 0.006 0.12
H -0.9492 4.9648 -0.6458 -0.014 0.000 -0.004 0.12
H -2.0044 7.2091 -0.8403 -0.006 0.002 0.001 0.11
F 3.4737 -2.4807 -1.5084 0.090 -0.011 0.007 -0.37
Te 1.7252 -1.9806 -1.9212 0.493 0.134 -0.286 1.82
F 1.4384 -3.2523 -0.5457 -0.212 -0.065 -0.003 -0.38
F 2.6366 -1.1033 -3.2874 -0.012 0.131 -0.004 -0.37
F 1.4957 -3.4507 -3.0089 0.045 -0.056 -0.037 -0.33
F 0.2664 -1.2883 -2.8872 -0.071 -0.200 0.033 -0.41
O 1.7086 -0.6126 -0.6909 -0.109 -0.035 0.048 -0.73



136
Properties=species:S:1:pos:R:3:forces:R:3:lowdin_charge:R:1 method="wB97M-V/def2-TZVPD" multiplicity=3 charge=+1 homo_ev="-9.9 / -9.6" s2=2.00 gap_ev="8.57 / 8.25"
Pt -0.1376 0.0406 -1.0367 0.035 -1.199 -0.474 1.27
O 1.2293 0.2781 -4.7439 0.711 0.056 -3.910 0.20
C 0.8960 0.1855 -3.5288 5.406 4.891 4.723 -0.96
O 0.0361 -0.5311 -3.1753 -6.814 -5.219 0.944 -0.03
O 1.5094 0.8352 -2.6305 1.160 1.263 -1.075 -0.08
H 0.5758 -0.3247 -5.1061 0.001 -0.225 -1.320 0.13
C 1.8382 4.4553 -1.8606 -1.282 -1.631 -2.233 -0.08
C 2.5072 4.4857 -0.5710 1.132 2.404 -0.226 -0.31
O 3.0938 3.2497 -0.2496 -0.794 -2.143 2.330 -0.16
P 2.3685 2.2341 0.7951 -0.140 0.456 0.237 0.57
O 1.1766 1.5242 0.2148 2.602 1.775 1.824 -0.31
O 3.5836 1.3359 1.3522 -2.800 -0.212 -1.437 -0.21
C 4.9338 1.7180 1.5122 0.438 -0.851 1.221 -0.24
C 5.1712 1.7171 3.0317 0.199 1.407 -0.292 -0.05
O 2.0624 3.1904 2.1068 -0.237 -0.557 -1.229 -0.21
C 1.5002 2.7253 3.3692 1.010 -0.802 0.047 -0.25
C 1.7348 3.8284 4.4345 -0.427 -1.024 -1.142 -0.03
H 1.1963 3.5743 -1.8658 -0.424 -0.151 0.013 0.06
H 1.1949 5.2949 -2.1240 0.330 0.278 0.302 0.09
H 2.5086 4.2184 -2.6867 0.205 0.354 -0.022 0.09
H 3.3942 5.1086 -0.6866 -0.128 0.514 0.443 0.13
H 1.8184 4.9693 0.1217 0.307 -0.645 0.869 0.12
H 5.4789 0.8639 1.1104 0.371 0.433 -0.551 0.11
H 5.0813 2.6650 0.9932 0.526 -0.139 0.186 0.12
H 4.6248 2.5771 3.4190 -0.364 -0.198 0.326 0.07
H 4.8496 0.7939 3.5137 -0.055 0.038 -0.224 0.07
H 6.1962 1.9411 3.3271 0.216 -0.309 -0.314 0.08
H 0.5225 2.2664 3.2222 -0.767 1.147 -0.118 0.10
H 1.9749 1.7868 3.6557 0.968 0.171 0.079 0.08
H 1.5570 3.4282 5.4326 -0.406 0.133 -0.045 0.08
H 2.7852 4.1192 4.4234 -0.080 0.104 -0.246 0.07
H 1.0905 4.6674 4.1716 0.162 0.148 0.454 0.06
C -0.8106 -4.8710 2.0589 0.285 0.496 0.659 -0.05
C -1.1545 -3.5227 1.4464 0.632 -0.867 -0.201 -0.25
O -0.2729 -2.5283 2.0251 -0.822 1.981 1.230 -0.19
P -0.6836 -0.9824 2.3621 1.245 -0.784 -2.283 0.67
O -0.7042 -0.1617 1.0813 -0.593 -0.784 4.447 -0.35
O 0.5746 -0.5419 3.4023 -3.439 1.860 -5.651 -0.21
C 0.6526 -1.1816 4.5723 1.820 -2.463 1.662 -0.35
C 1.9720 -0.6805 5.2046 -2.157 0.479 0.227 -0.02
O -2.1006 -1.0621 3.2214 3.512 0.112 -1.788 -0.16
C -2.4731 0.1752 3.8047 -2.851 0.366 1.551 -0.30
C -3.6314 0.8788 3.0770 0.980 -0.027 0.588 -0.05
H -0.8721 -4.8881 3.1471 -0.683 -0.033 0.060 0.08
H -1.4242 -5.6362 1.5834 0.105 -0.113 0.205 0.08
H 0.2516 -5.0664 1.9123 0.007 -0.134 -0.541 0.08
H -0.8666 -3.6742 0.4061 -0.186 0.789 -0.134 0.10
H -2.2090 -3.2522 1.5008 0.222 0.113 0.213 0.11
H -0.2544 -1.0362 5.1592 0.263 0.153 0.611 0.12
H 0.7197 -2.2378 4.3114 -0.008 -0.508 0.620 0.11
H 1.6900 0.3632 5.3428 0.358 0.193 1.138 0.07
H 2.0732 -1.2835 6.1070 0.751 0.595 0.152 0.09
H 2.8345 -0.5504 4.5511 -0.074 -1.062 -0.153 0.06
H -2.9217 -0.1731 4.7351 0.147 0.208 0.358 0.12
H -1.7479 0.9204 4.1316 0.958 -0.510 -0.716 0.12
H -4.5852 0.4194 3.3366 0.088 -0.219 -0.575 0.08
H -3.6504 1.8606 3.5501 -0.170 0.313 -0.372 0.08
H -3.3991 0.9449 2.0141 -0.417 0.105 -0.045 0.07
C -0.9998 -4.9621 -3.0379 -0.208 0.426 -0.903 -0.04
C -1.0928 -3.4416 -3.3281 -0.433 -0.338 -0.690 -0.20
O -2.4388 -2.9158 -3.0204 -0.247 0.648 1.861 -0.18
P -2.7787 -2.3462 -1.5575 1.118 -1.301 0.355 0.49
O -1.6710 -1.5390 -0.9857 -1.095 -1.470 0.010 -0.31
O -4.1110 -1.5344 -1.6161 -0.235 -2.312 0.190 -0.13
C -4.1429 -0.3838 -2.3804 -0.823 3.146 -0.148 -0.28
C -5.1195 -0.4322 -3.5487 0.413 -0.216 -1.362 -0.04
O -3.2103 -3.6350 -0.6403 1.190 1.685 -1.921 -0.21
C -4.2908 -4.4621 -1.0748 -2.094 -0.552 3.312 -0.24
C -5.3548 -4.3272 0.0859 -0.584 0.538 -1.284 -0.06
H -1.9088 -5.3838 -2.6089 0.003 0.359 0.308 0.06
H -0.9288 -5.4830 -3.9927 0.309 -0.097 -0.002 0.07
H -0.1373 -5.2191 -2.4229 -0.108 0.086 0.006 0.07
H -0.2275 -2.9100 -2.9321 -0.650 0.397 0.767 0.09
H -1.1089 -3.1265 -4.3714 0.480 -0.873 -0.244 0.12
H -4.4988 0.4023 -1.7145 -0.327 -0.220 0.185 0.10
H -3.1344 0.0037 -2.5241 0.226 -0.368 -0.918 0.11
H -5.6387 0.5033 -3.7567 -0.240 0.130 0.842 0.07
H -4.6856 -0.5620 -4.5402 0.676 -0.506 0.100 0.07
H -5.8340 -1.2517 -3.4708 -0.104 0.180 0.406 0.08
H -4.8144 -4.2469 -2.0063 0.697 0.395 -0.159 0.12
H -4.0418 -5.5201 -0.9933 0.774 0.129 -0.667 0.11
H -5.6807 -3.2934 0.2004 0.158 0.209 -0.239 0.07
H -6.2415 -4.8520 -0.2697 -0.122 -0.274 0.302 0.07
H -5.1097 -4.6411 1.1006 0.566 -0.450 -0.368 0.07
C 4.5784 -3.8285 -3.1027 -1.108 0.097 1.060 -0.03
C 3.7714 -4.1770 -1.7711 1.522 -1.700 -2.155 -0.25
O 2.7096 -3.2569 -1.6078 -0.292 0.964 1.596 -0.18
P 2.7502 -2.1982 -0.3918 0.108 0.906 -1.116 0.55
O 1.5451 -1.2949 -0.4586 2.540 -1.981 0.453 -0.31
O 2.8872 -3.1125 0.9046 -0.141 0.440 -0.577 -0.16
C 3.1485 -2.6414 2.2371 1.014 0.386 0.494 -0.24
C 4.6257 -2.3533 2.5352 -1.199 0.469 0.591 -0.05
O 4.2428 -1.5250 -0.5508 -1.718 -1.331 0.349 -0.20
C 4.6042 -0.7837 -1.7487 -0.538 1.488 0.552 -0.25
C 6.1095 -0.7502 -1.9776 -0.387 -0.607 0.131 -0.06
H 5.4303 -3.1630 -2.9638 -0.215 0.023 0.111 0.05
H 4.9090 -4.6822 -3.6944 -0.040 -0.250 0.455 0.07
H 3.7931 -3.3482 -3.6863 0.316 0.276 -0.344 0.07
H 3.3235 -5.1526 -1.9605 -0.406 0.074 -0.090 0.11
H 4.4068 -4.4097 -0.9166 -0.066 0.953 0.322 0.12
H 2.7075 -1.6644 2.4351 -0.691 -0.144 -0.402 0.10
H 2.7563 -3.3281 2.9871 -0.299 -0.410 -0.632 0.12
H 5.3952 -3.1141 2.4044 -0.240 0.147 -0.587 0.09
H 4.7534 -1.3652 2.0930 1.105 -0.306 -0.255 0.06
H 4.5571 -2.1809 3.6093 0.385 0.145 0.278 0.07
H 4.0237 -1.0254 -2.6390 -0.027 -0.650 0.229 0.11
H 4.2781 0.2249 -1.4944 -0.052 0.162 -0.304 0.11
H 6.6405 -1.5123 -1.4073 -0.134 0.072 0.311 0.08
H 6.3135 -1.0205 -3.0137 0.179 0.575 -0.083 0.07
H 6.4509 0.2417 -1.6816 0.441 -0.217 -0.365 0.08
C -1.1963 5.2950 1.7175 0.374 -0.246 -0.572 -0.03
C -1.5048 3.8794 1.0794 1.514 1.629 3.759 -0.28
O -2.2215 4.1364 -0.0576 -1.408 -1.283 -3.048 -0.15
P -2.4883 2.8917 -1.0471 0.340 -0.490 -2.804 0.60
O -1.5172 1.7312 -1.0827 -2.618 2.677 0.625 -0.33
O -4.0404 2.4469 -0.8621 3.120 -1.544 0.676 -0.20
C -5.0602 3.3839 -0.9771 -0.753 1.710 -0.220 -0.29
C -6.4586 2.7910 -0.8937 -0.179 -0.487 -1.040 -0.05
O -2.4978 3.6517 -2.5055 -0.558 -1.039 2.216 -0.19
C -1.7844 3.1393 -3.6359 0.792 1.769 -1.828 -0.23
C -2.2503 3.9915 -4.8740 -0.087 0.215 0.518 -0.06
H -0.4783 5.8599 1.1230 -0.298 0.028 -0.537 0.07
H -2.1250 5.8580 1.8110 -0.042 -0.021 -0.302 0.08
H -0.7296 5.3853 2.6983 -0.130 -1.037 0.240 0.06
H -0.6139 3.2877 0.8688 0.032 -0.012 0.129 0.09
H -2.1342 3.4021 1.8305 -0.012 -0.585 -0.099 0.11
H -4.8497 4.1619 -0.2432 -0.525 0.086 0.298 0.12
H -4.8745 3.8615 -1.9392 -0.666 0.166 -0.231 0.12
H -6.7768 2.2433 -0.0067 0.385 0.547 0.373 0.08
H -7.1947 3.5349 -1.1986 0.066 0.382 0.618 0.08
H -6.6299 2.0684 -1.6915 0.517 -0.289 -0.220 0.06
H -0.7751 3.5480 -3.5868 0.361 -0.555 0.563 0.10
H -1.6854 2.0564 -3.7110 -0.684 0.021 0.084 0.11
H -3.2846 4.0171 -5.2170 -0.177 -0.692 0.389 0.07
H -2.0631 5.0153 -4.5502 -0.016 0.138 0.037 0.07
H -1.6353 3.8895 -5.7681 0.214 -0.543 0.212 0.08